Entry A
C2H4NOP | ωB97M-V with the def2-TZVPD basis set

Properties
- spin multiplicity = 1
- orbital gap (eV) = 8.58
- LUMO energy (eV) = -0.5

Each line ends with the Mulliken charge.
Cartesian coordinates (Å):
C1 0.320 -1.127 -1.327  -0.94
C2 0.273 -0.327 -0.269  0.42
N1 0.291 0.388 0.674  -0.28
H1 -0.565 -1.003 -1.986  0.19
H2 0.954 -1.994 -1.514  0.28
H3 -0.373 0.411 1.417  0.31
O1 0.278 3.816 1.573  -0.39
P1 0.144 2.591 2.324  0.42
H4 -1.203 1.920 2.057  -0.01

Entry B
C2H4NOP | ωB97M-V with the def2-TZVPD basis set

Properties
- spin multiplicity = 1
- orbital gap (alpha / beta) (eV) = 7.56 / 6.22
- LUMO energy (alpha / beta) (eV) = -0.9 / -1.2

Each line ends with the Mulliken charge.
Cartesian coordinates (Å):
C1 -0.525 -0.890 0.039  0.13
C2 -1.026 0.509 0.055  -0.91
N1 0.612 -1.337 -0.187  -0.59
O1 2.900 0.910 0.559  -0.33
P1 2.691 0.046 -0.597  0.52
H1 -1.183 -1.713 0.022  0.41
H2 -0.239 1.251 0.270  0.25
H3 -1.815 0.532 0.796  0.29
H4 -1.415 0.692 -0.957  0.24

Order from most stable to least stable according to the calculation: entry B, entry A